1.
{
  "formula": "C36H85O19P",
  "method": "ωB97M-V/def2-TZVPD",
  "charge": 0,
  "e_homo_ev": -9.2,
  "smiles": "CCOP(=O)(OCC)OCC.COCCOCCOC.COCCOCCOC.COCCOCCOC.COCCOCCOC.COCCOCCOC",
  "total_energy_ev": -86888.77412,
  "e_above_lowest_ev": 6.015,
  "symbols": ["P", "O", "O", "O", "O", "O", "O", "O", "O", "O", "O", "O", "O", "O", "O", "O", "O", "O", "O", "O", "C", "C", "C", "C", "C", "C", "C", "C", "C", "C", "C", "C", "C", "C", "C", "C", "C", "C", "C", "C", "C", "C", "C", "C", "C", "C", "C", "C", "C", "C", "C", "C", "C", "C", "C", "C", "H", "H", "H", "H", "H", "H", "H", "H", "H", "H", "H", "H", "H", "H", "H", "H", "H", "H", "H", "H", "H", "H", "H", "H", "H", "H", "H", "H", "H", "H", "H", "H", "H", "H", "H", "H", "H", "H", "H", "H", "H", "H", "H", "H", "H", "H", "H", "H", "H", "H", "H", "H", "H", "H", "H", "H", "H", "H", "H", "H", "H", "H", "H", "H", "H", "H", "H", "H", "H", "H", "H", "H", "H", "H", "H", "H", "H", "H", "H", "H", "H", "H", "H", "H", "H"],
  "xyz": [[22.433, 6.745, -11.537], [22.640, 5.309, -10.899], [20.704, 13.413, -14.888], [23.835, 9.824, -4.234], [26.366, 0.770, -13.070], [24.021, 0.901, -18.362], [30.505, 6.262, -10.628], [23.643, 1.090, -11.425], [28.639, 1.640, -11.024], [26.873, 4.480, -17.428], [21.043, 7.163, -11.427], [19.839, 5.050, -5.709], [22.206, 6.813, -4.122], [27.225, 7.523, -11.894], [23.054, 6.493, -13.104], [23.534, 7.674, -10.819], [29.332, 10.035, -12.555], [19.560, 10.957, -13.472], [23.503, 13.580, -13.497], [25.129, 3.342, -19.348], [23.020, 3.654, -9.224], [23.331, 7.371, -4.753], [28.480, 1.768, -12.477], [29.570, 11.385, -12.122], [23.679, 1.369, -19.644], [26.553, 5.181, -18.594], [28.036, 9.563, -13.125], [24.463, 10.909, -4.816], [24.458, 6.577, -13.232], [24.044, 1.704, -12.684], [26.171, 4.255, -19.743], [18.965, 9.725, -13.101], [28.139, 7.057, -10.850], [24.681, 2.386, -20.372], [25.001, 0.841, -13.597], [29.670, 7.308, -11.214], [23.059, 8.952, -5.146], [25.248, 0.141, -18.249], [19.889, 11.112, -14.856], [21.129, 11.995, -14.978], [28.701, 0.311, -10.711], [18.479, 5.091, -6.276], [23.990, 12.890, -12.333], [21.663, 14.384, -14.790], [22.398, 4.938, -9.548], [22.372, 14.408, -13.433], [25.044, 5.587, -14.271], [27.063, 8.873, -12.120], [19.975, 5.682, -4.422], [27.004, 2.026, -12.835], [20.907, 6.904, -4.743], [23.644, 9.979, -10.443], [30.456, 5.003, -11.321], [23.173, 8.650, -9.868], [27.732, 5.285, -16.560], [24.713, 0.995, -10.555], [29.467, 0.141, -9.955], [26.018, 5.244, -13.923], [28.724, 0.842, -12.997], [21.735, 11.716, -14.117], [25.136, 0.054, -10.908], [24.436, 2.713, -12.552], [21.822, 11.963, -15.818], [29.499, 4.481, -11.325], [24.830, 6.284, -12.250], [22.792, 15.399, -13.262], [23.903, 10.646, -9.621], [27.363, 5.869, -18.838], [25.705, 5.777, -18.256], [25.495, 1.752, -10.603], [27.841, 7.537, -9.918], [26.159, 0.741, -18.269], [26.572, 2.626, -12.034], [19.369, 8.840, -13.592], [23.815, 6.846, -5.577], [28.143, 8.912, -13.992], [26.942, 9.486, -11.227], [29.554, 11.518, -11.040], [23.208, 12.773, -11.583], [28.002, 5.978, -10.778], [22.614, 1.598, -19.659], [20.958, 7.107, -5.813], [24.996, 1.173, -14.635], [25.860, 4.786, -20.643], [23.045, 5.687, -9.091], [30.559, 11.660, -12.490], [22.053, 9.367, -5.079], [24.142, 2.995, -21.098], [24.574, 9.719, -10.949], [27.479, 10.377, -13.589], [24.926, 13.385, -12.074], [25.511, 10.722, -5.048], [28.839, -0.439, -11.490], [31.039, 5.088, -12.238], [24.910, -0.289, -17.307], [21.372, 5.165, -9.261], [21.035, 15.263, -14.642], [23.681, 8.398, -8.937], [22.889, 10.465, -11.061], [25.517, 1.878, -20.851], [18.583, 4.495, -7.183], [24.217, 11.882, -12.681], [23.816, 11.221, -5.636], [19.053, 6.046, -3.970], [23.190, 1.864, -13.342], [27.790, -0.077, -10.254], [24.379, 11.752, -4.130], [30.993, 4.268, -10.722], [18.107, 6.116, -6.256], [19.103, 9.440, -12.058], [22.342, 14.511, -15.633], [29.924, 8.288, -10.810], [22.518, 2.806, -9.691], [17.919, 4.390, -5.657], [24.087, 3.755, -9.420], [23.286, 9.020, -6.210], [20.388, 4.860, -3.837], [19.005, 11.434, -15.407], [29.179, 2.554, -12.765], [26.040, 8.943, -12.489], [28.703, 11.965, -12.438], [29.885, 7.320, -12.283], [28.692, 5.232, -17.073], [27.939, 4.759, -15.628], [24.632, -0.183, -13.643], [26.931, 3.513, -19.989], [20.224, 10.146, -15.231], [24.400, 4.708, -14.294], [23.713, 0.395, -20.132], [27.026, 2.685, -13.703], [27.511, 6.314, -16.276], [22.959, 3.577, -8.139], [24.796, 7.606, -13.352], [22.121, 8.738, -9.598], [20.518, 7.814, -4.288], [24.272, 0.852, -9.568], [25.279, -0.600, -19.047], [24.107, 7.484, -3.996], [21.661, 13.930, -12.758], [17.904, 9.621, -13.326], [25.070, 6.074, -15.246]],
  "mulliken_charge": [0.6263, -0.0510, -0.3363, -0.4093, -0.4736, -0.3117, -0.4719, -0.4953, -0.3399, -0.1827, -0.8143, -0.3371, -0.3990, 0.0614, -0.4947, 0.2113, -0.3286, -0.2783, -0.3442, -0.1631, -1.2126, -0.4551, -1.0214, -0.6753, -0.5969, -0.5364, -0.9320, -0.6959, 0.3284, -0.1849, -0.5740, -0.7756, -0.4117, -0.6651, -0.5315, -0.2646, 0.0523, -0.6408, -0.5822, -0.1093, -0.7394, -0.7574, -0.6365, -0.6021, -0.1095, -0.5785, -0.9402, 0.2289, -0.5924, 0.4198, -0.2066, -0.7339, -0.6763, -0.3862, -0.9788, -0.7349, 0.2765, -0.0089, 0.4576, -0.0399, 0.3775, 0.1070, 0.4333, 0.1093, 0.2626, 0.4156, 0.5575, 0.4834, 0.2540, 0.1183, 0.3056, 0.1570, -0.0095, 0.2877, 0.2720, 0.1960, 0.3031, 0.2602, 0.3358, 0.1805, 0.3273, 0.3082, 0.3844, 0.3258, 0.0016, 0.2391, 0.4173, 0.4281, -0.1368, 0.5203, 0.3265, 0.2296, 0.3362, 0.3460, 0.1695, 0.4194, 0.3317, 0.1182, 0.2541, 0.3539, 0.2395, 0.1431, 0.3147, 0.3778, 0.4905, 0.1988, 0.2554, 0.3647, 0.3291, 0.2456, 0.3656, 0.2018, 0.3244, 0.3236, 0.2280, -0.0496, 0.2924, 0.3558, 0.3970, -0.2264, 0.2886, 0.2741, 0.4919, 0.0627, 0.3002, 0.3161, 0.3623, 0.3371, 0.4121, 0.2733, 0.4608, 0.4358, 0.0089, 0.4573, 0.2198, 0.4162, 0.4341, 0.3237, 0.3739, 0.3270, 0.3005]
}

=====

2.
{
  "formula": "C37H35BrIN3O3PtSSi",
  "method": "ωB97M-V/def2-TZVPD",
  "charge": 0,
  "e_homo_ev": -7.3,
  "total_energy_ev": -149654.14452,
  "symbols": ["Pt", "I", "Br", "S", "Si", "O", "O", "O", "N", "N", "N", "C", "C", "C", "C", "C", "C", "C", "C", "C", "C", "C", "C", "C", "C", "C", "C", "C", "C", "C", "C", "C", "C", "C", "C", "C", "C", "C", "C", "C", "C", "C", "C", "C", "C", "C", "C", "C", "H", "H", "H", "H", "H", "H", "H", "H", "H", "H", "H", "H", "H", "H", "H", "H", "H", "H", "H", "H", "H", "H", "H", "H", "H", "H", "H", "H", "H", "H", "H", "H", "H", "H", "H"],
  "xyz": [[-0.017, 0.290, -0.407], [-3.478, 2.369, -1.148], [-3.733, 5.327, 0.776], [-2.631, -1.229, -0.758], [1.739, 2.478, -2.016], [2.323, -0.966, 0.710], [-1.959, -0.957, -2.013], [-4.038, -0.977, -0.614], [1.686, 0.876, -1.324], [0.143, 0.903, 1.453], [-1.775, -0.379, 0.296], [3.124, -0.939, -0.417], [2.203, -2.094, 1.481], [-3.365, 5.438, -1.076], [-2.790, -4.868, 0.954], [-2.791, 5.720, -3.772], [4.236, -1.755, -0.524], [2.795, 0.024, -1.398], [1.199, 1.950, 3.296], [2.155, -3.046, 3.680], [1.616, -4.395, 1.770], [-1.003, 1.012, 3.577], [-1.403, -3.638, -1.110], [-2.348, -2.930, -0.379], [-1.597, -7.049, 0.544], [5.082, -1.665, -1.619], [-2.894, 6.844, -2.966], [-0.952, 0.621, 2.232], [1.782, -4.270, 3.143], [-3.051, -3.542, 0.648], [2.373, -1.955, 2.850], [-2.032, -0.070, 1.612], [1.403, 2.524, -3.864], [1.817, -3.310, 0.932], [-3.161, -0.314, 2.361], [-1.851, -5.599, 0.233], [-2.976, 4.460, -3.228], [0.408, 3.516, -1.220], [-3.211, 0.082, 3.713], [-3.268, 4.306, -1.876], [3.375, 3.329, -1.651], [-2.168, 0.719, 4.325], [4.794, -0.736, -2.602], [0.123, 1.692, 4.096], [3.680, 0.079, -2.485], [-1.167, -4.967, -0.803], [1.179, 1.538, 1.953], [-3.181, 6.703, -1.619], [2.004, 1.714, 1.277], [1.618, -5.121, 3.791], [2.199, 2.103, -4.479], [-2.221, 1.019, 5.363], [1.679, -3.392, -0.138], [3.533, 3.420, -0.573], [3.462, 0.768, -3.290], [5.950, -2.306, -1.688], [0.114, 2.010, 5.131], [-4.113, -0.124, 4.275], [4.246, 2.829, -2.074], [3.339, 4.343, -2.061], [-3.807, -2.996, 1.194], [-3.335, -5.346, 1.759], [1.253, 3.560, -4.181], [-2.117, -7.693, -0.168], [-2.751, 7.833, -3.381], [-3.262, 7.570, -0.978], [1.318, -5.345, 1.346], [-4.020, -0.779, 1.899], [-2.564, 5.820, -4.825], [-0.584, 3.109, -1.420], [0.521, 3.596, -0.136], [0.486, 1.973, -4.088], [-0.873, -3.145, -1.913], [2.669, -0.993, 3.248], [0.444, 4.526, -1.639], [2.283, -2.938, 4.749], [4.448, -2.457, 0.272], [-0.437, -5.524, -1.379], [-2.893, 3.581, -3.852], [-1.947, -7.306, 1.543], [-0.534, -7.284, 0.481], [5.427, -0.645, -3.476], [2.070, 2.471, 3.667]],
  "mulliken_charge": [0.7507, 0.2902, -0.1831, 1.4201, 0.1159, 0.0164, -0.7692, -0.6662, -0.1769, 0.1637, 0.4132, 0.5672, -0.0254, 0.2230, -1.0063, -0.6620, -0.8943, 0.4971, -1.0323, -0.7259, -0.7538, 1.0242, -0.2686, -0.0885, -1.5751, -0.6745, -0.4897, -0.7066, -0.6018, -0.4357, -0.4310, 0.7677, -1.1805, 0.4703, -0.6851, 0.9966, -0.3056, -0.6240, -0.9760, -0.0404, -1.1251, -1.0196, -1.0648, -0.8615, -0.1143, -0.6196, -0.1451, -0.4060, 0.5045, 0.4209, 0.3959, 0.4295, 0.5504, 0.2850, 0.2832, 0.3948, 0.4587, 0.4188, 0.3755, 0.3844, 0.3424, 0.3657, 0.3635, 0.3513, 0.3766, 0.4010, 0.3675, 0.6358, 0.3911, -0.2395, 0.2553, 0.3013, 0.5853, 0.4008, 0.5086, 0.4226, 0.4703, 0.3954, 0.4038, 0.3709, 0.3471, 0.4003, 0.4997]
}

=====

3.
{
  "formula": "C3H3Br4Cl",
  "method": "ωB97M-V/def2-TZVPD",
  "charge": 0,
  "e_homo_ev": -9.4,
  "total_energy_ev": -295850.31860,
  "e_above_lowest_ev": 0.294,
  "symbols": ["Br", "Br", "Br", "Br", "Cl", "C", "C", "C", "H", "H", "H"],
  "xyz": [[0.197, 2.171, 0.954], [2.983, 0.096, 0.130], [1.009, -2.219, -0.732], [0.513, 1.118, -2.017], [0.902, -1.009, 2.089], [1.279, -0.716, 0.427], [-1.439, 0.079, -0.165], [-0.109, 0.740, -0.271], [-1.475, -0.801, -0.810], [-2.236, 0.759, -0.470], [-1.623, -0.219, 0.866]],
  "mulliken_charge": [0.0395, 0.0361, -0.0029, 0.0682, -0.0568, -0.0022, -1.0723, -0.0885, 0.3517, 0.3809, 0.3463]
}

=====

Number 1: LUMO energy 0.350 eV. Number 2: LUMO energy -0.606 eV. Number 3: LUMO energy 0.039 eV.